A molecular structure, C35H44N3O7S2Ti. Source: OMol25; level of theory: ωB97M-V/def2-TZVPD.

Last column: Löwdin charge in e.
Positions of all 92 atoms, in Å:
Ti 0.889196 1.362457 1.325238  1.113
C -1.991203 -0.956178 -5.312264  -0.053
C -2.741279 -0.753485 -3.989038  -0.556
C -4.029251 0.034312 -4.259047  -0.054
C -3.129102 -2.129972 -3.446240  -0.075
C -1.857220 0.027767 -3.008807  -0.169
C -1.485962 -0.509477 -1.770343  0.044
C -0.700973 0.233588 -0.901598  -0.162
N -0.242785 -0.069436 0.381929  0.032
C -0.475389 -1.249420 1.100293  -0.157
C -1.307187 -2.327717 0.844448  0.034
C -1.290131 -3.446271 1.692323  -0.174
C -0.433457 -3.454946 2.779069  0.014
C 0.385455 -2.352646 3.098416  -0.089
C 0.297798 -1.265451 2.262431  -0.229
O 0.973812 -0.101772 2.444884  -0.200
C 1.332862 -2.354436 4.300677  -0.531
C 0.970235 -1.211936 5.260576  -0.036
C 1.261393 -3.666236 5.083367  -0.078
C 2.775165 -2.172876 3.807654  -0.030
C -2.225662 -4.616245 1.373829  -0.559
C -1.907871 -5.165955 -0.023103  -0.049
C -3.679991 -4.127787 1.401605  -0.051
C -2.091767 -5.761909 2.376872  -0.076
C -0.219692 1.480772 -1.315850  -0.215
O 0.600464 2.027621 -0.383552  -0.217
C -0.566156 2.056785 -2.523785  -0.077
C -1.414573 1.293634 -3.345904  -0.013
C -0.110691 3.429932 -3.053527  -0.523
C 0.530680 3.238309 -4.436158  -0.052
C 0.917063 4.167999 -2.187693  -0.049
C -1.343204 4.332344 -3.189733  -0.046
H -2.600312 -1.533432 -6.014693  0.078
H -1.055082 -1.493493 -5.145511  0.090
H -1.746738 -0.000934 -5.781020  0.074
H -4.676987 -0.514658 -4.949841  0.079
H -3.814780 1.009742 -4.699445  0.074
H -4.578544 0.201374 -3.329800  0.089
H -3.747873 -2.650922 -4.181565  0.081
H -3.704158 -2.051136 -2.520486  0.084
H -2.251399 -2.749612 -3.249393  0.084
H -1.796823 -1.499683 -1.502732  0.062
H -1.981810 -2.314796 0.006307  0.078
H -0.395177 -4.326873 3.413447  0.078
H -0.064026 -1.312760 5.600874  0.089
H 1.083273 -0.238755 4.786129  0.074
H 1.623973 -1.247009 6.137971  0.081
H 0.261018 -3.849513 5.483935  0.083
H 1.954698 -3.613808 5.926396  0.080
H 1.547296 -4.524611 4.470497  0.082
H 2.887898 -1.258062 3.227525  0.071
H 3.072126 -3.016512 3.178966  0.090
H 3.459415 -2.120660 4.660308  0.085
H -2.049799 -4.405814 -0.793601  0.068
H -2.559665 -6.012419 -0.260894  0.080
H -0.870477 -5.503225 -0.077518  0.090
H -3.857618 -3.357292 0.649273  0.074
H -3.923059 -3.701641 2.377383  0.090
H -4.366451 -4.957232 1.204806  0.079
H -1.081599 -6.177666 2.385097  0.085
H -2.781809 -6.564530 2.103840  0.079
H -2.334030 -5.440359 3.392218  0.085
H -1.717870 1.715547 -4.298014  0.095
H 1.397071 2.576669 -4.365106  0.089
H 0.867682 4.203901 -4.824788  0.079
H -0.163326 2.808202 -5.160788  0.070
H 1.825041 3.580162 -2.059203  0.055
H 0.536533 4.416083 -1.199853  0.076
H 1.178206 5.101260 -2.699597  0.085
H -2.110523 3.876334 -3.819088  0.074
H -1.058614 5.290788 -3.635139  0.081
H -1.782092 4.527046 -2.208627  0.089
O 0.928464 3.580869 1.584047  -0.042
N -0.321636 3.424180 1.560883  -0.511
O -1.098301 4.192555 1.098988  0.137
O -0.688848 2.269249 2.077985  -0.069
O 2.243678 2.064793 3.250044  -0.313
S 3.428767 1.957898 2.413158  0.646
O 4.606426 1.412502 3.015964  -0.263
N 2.940650 1.183100 1.041101  -0.222
C 3.502243 1.788109 -0.084760  -0.840
S 3.554653 1.132887 -1.546741  0.776
C 4.004657 3.178152 0.252923  -0.228
C 4.441684 4.153431 -0.617772  -0.028
C 4.758964 5.403546 -0.095783  -0.061
C 4.645602 5.658273 1.268765  -0.071
C 4.224936 4.670081 2.147982  -0.026
C 3.910865 3.443171 1.596073  -0.236
H 4.505415 3.936238 -1.676503  0.103
H 5.083753 6.192745 -0.761501  0.102
H 4.883967 6.643221 1.650435  0.102
H 4.129900 4.853932 3.209468  0.123

Cartesian forces, eV/Å:
Ti -0.3 -2.3 -0.6
C 0.0 0.0 0.0
C 0.1 0.0 0.1
C -0.1 0.0 0.0
C 0.0 0.0 0.0
C 0.0 -0.2 0.2
C -0.1 0.0 -0.2
C 0.0 -0.5 0.5
N 0.1 0.1 0.1
C -0.2 0.3 -0.7
C 0.0 -0.2 0.1
C -0.1 0.1 -0.2
C 0.2 0.2 0.1
C -0.2 -0.6 0.3
C 0.6 0.9 0.0
O -0.4 -0.7 0.5
C -0.1 0.1 -0.1
C 0.0 0.0 0.0
C 0.0 0.0 0.0
C 0.1 0.0 0.0
C 0.1 0.0 0.0
C 0.0 0.0 -0.1
C -0.1 0.0 0.0
C 0.0 0.0 0.0
C 0.6 0.4 0.6
O -0.3 0.3 -0.7
C 0.0 0.1 -0.4
C 0.1 0.2 0.0
C 0.0 -0.1 0.1
C 0.0 0.0 -0.1
C 0.0 0.0 0.0
C -0.1 0.0 0.0
H 0.0 0.0 0.0
H 0.0 0.0 0.0
H 0.0 0.0 0.0
H 0.0 0.0 0.0
H 0.0 0.0 0.0
H 0.0 0.0 0.0
H 0.0 0.0 0.0
H 0.0 0.0 0.0
H 0.0 0.0 0.0
H 0.0 0.0 -0.1
H 0.0 -0.1 0.1
H 0.0 0.0 0.0
H 0.0 0.0 0.0
H 0.0 0.0 0.0
H 0.0 0.0 0.0
H 0.0 0.0 0.0
H 0.0 0.0 0.0
H 0.0 0.0 0.0
H 0.0 0.0 0.0
H 0.0 0.0 0.0
H 0.0 0.0 0.0
H 0.0 0.0 0.0
H 0.0 0.0 0.0
H 0.0 0.0 0.0
H 0.0 0.0 0.0
H 0.0 0.0 0.0
H 0.0 0.0 0.0
H 0.0 0.0 0.0
H 0.0 0.0 0.0
H 0.0 0.0 0.0
H 0.0 0.0 0.1
H 0.0 0.0 0.0
H 0.0 0.0 0.0
H 0.0 0.0 0.0
H 0.0 0.0 0.0
H 0.0 0.0 0.1
H 0.0 0.0 0.0
H 0.0 0.0 0.0
H 0.0 0.0 0.0
H 0.0 0.0 0.0
O -0.5 0.4 -0.4
N 0.4 -0.2 0.9
O -0.4 0.3 0.1
O -0.7 1.1 -0.2
O 0.3 0.0 -0.3
S 0.2 -0.3 -0.2
O 0.1 -0.1 0.1
N 0.9 0.9 -0.1
C 0.1 0.6 1.0
S 0.0 -0.3 -0.8
C -0.3 -0.8 -0.3
C 0.1 0.3 -0.1
C -0.1 -0.2 -0.1
C 0.0 0.1 0.1
C 0.0 -0.1 -0.2
C 0.0 0.3 0.6
H 0.0 0.0 0.0
H 0.0 0.0 0.0
H 0.0 0.0 0.0
H 0.0 0.0 0.0

**Frontier orbital gap**: 6.232 eV
**HOMO energy**: -4.323 eV
**Total charge**: -1
**Energy above the lowest of the compared OMol25 structures with the same formula, charge and spin**: 8.7 kcal/mol
**E_LUMO**: 0.070 Eh
**M**: 730.8 g mol⁻¹
**E_tot**: -3697.0553 Eh

=====

A molecular structure, C19H33AsO3OsTe. Source: OMol25; level of theory: ωB97M-V/def2-TZVPD.

Last column: Löwdin charge in e.
Positions of all 58 atoms, in Å:
Os 0.258577 -0.509899 0.299019  0.886
C 1.201215 -4.214639 1.923592  0.027
C 1.599973 -2.758634 1.802432  -0.470
C 3.071713 -2.513833 2.075210  0.024
O 1.319882 -2.312669 0.405521  -0.226
C 0.757993 -1.894915 2.725827  -0.483
O 0.608650 -2.111615 3.877710  0.226
O 0.164891 -0.780956 2.148656  -0.217
H 1.820351 -4.832338 1.271249  0.115
H 0.144738 -4.363372 1.686386  0.098
H 1.355491 -4.539819 2.950804  0.121
H 3.681516 -3.122976 1.409572  0.112
H 3.287998 -2.788343 3.107007  0.121
H 3.332369 -1.463079 1.943816  0.073
H 0.951746 -3.057253 -0.089701  0.076
C -1.115546 -4.189186 -1.629312  -0.127
C -2.069111 -3.431451 -0.714289  -0.373
As -1.869267 -1.498411 -0.752815  1.175
C -3.470594 -0.759409 0.052410  -0.380
C -3.538349 -1.021584 1.555018  -0.137
C -1.780762 -0.962634 -2.624062  -0.377
C -0.333681 -0.821985 -3.086060  -0.164
H -1.373360 -5.247638 -1.627785  0.097
H -0.068137 -4.130499 -1.319234  0.058
H -1.172325 -3.842601 -2.660607  0.074
H -1.983965 -3.748745 0.326309  0.070
H -3.105520 -3.605421 -1.012810  0.094
H -4.309910 -1.214297 -0.477568  0.093
H -3.477881 0.306289 -0.179423  0.069
H -3.561486 -2.088835 1.778004  0.077
H -4.450430 -0.587915 1.962052  0.092
H -2.694266 -0.580315 2.087429  0.061
H -2.319261 -0.016479 -2.701012  0.082
H -2.316844 -1.695783 -3.227345  0.089
H 0.244446 -0.175413 -2.413628  -0.007
H -0.276700 -0.359793 -4.071000  0.096
H 0.181524 -1.782064 -3.130579  0.076
C -0.072966 6.657705 -0.032217  -0.022
C 0.487309 5.267889 -0.113888  -0.224
C 1.848249 5.047256 -0.288641  0.028
C 2.395598 3.769623 -0.348618  -0.304
C 3.879878 3.582720 -0.510322  -0.076
C 1.523489 2.688911 -0.221148  -0.497
Te 2.315335 0.763757 -0.243398  1.313
C 0.152412 2.874088 -0.061306  -0.308
C -0.801553 1.716897 -0.037872  -0.146
C -0.354463 4.161575 -0.007426  0.014
H 0.684048 7.406774 -0.251600  0.087
H -0.461705 6.851426 0.968804  0.099
H -0.898667 6.785589 -0.732439  0.094
H 2.510866 5.899945 -0.376526  0.134
H 4.359692 4.521240 -0.777662  0.093
H 4.117640 2.863848 -1.299433  0.064
H 4.339954 3.236883 0.419055  0.092
H -0.953002 1.296901 -1.036363  0.066
H -1.787849 2.014053 0.322960  0.110
H -0.558886 0.995285 0.843336  0.030
H -1.421081 4.316120 0.113908  0.134

Cartesian forces, eV/Å:
Os -0.2 -0.1 0.7
C 0.0 0.0 0.0
C 0.1 -0.1 0.0
C 0.0 0.0 0.0
O -0.1 0.0 0.0
C 0.0 0.0 0.0
O 0.0 0.0 0.0
O 0.0 0.0 0.1
H 0.0 0.0 0.0
H 0.0 0.0 0.0
H 0.0 0.0 0.0
H 0.0 0.0 0.0
H 0.0 0.0 0.0
H 0.0 0.0 0.0
H 0.0 0.0 0.0
C 0.0 0.0 0.0
C 0.0 0.0 0.1
As 0.4 0.2 -0.6
C 0.0 0.0 0.1
C 0.0 0.0 0.0
C 0.0 0.0 0.0
C 0.0 0.0 0.0
H 0.0 0.0 0.0
H 0.0 0.0 0.0
H 0.0 0.0 0.0
H 0.0 0.0 0.0
H 0.0 0.0 0.0
H 0.0 0.0 0.0
H 0.0 0.0 0.0
H 0.0 0.0 0.0
H 0.0 0.0 0.0
H 0.0 0.0 0.0
H 0.0 0.0 0.0
H -0.1 0.0 0.0
H 0.0 0.0 0.0
H 0.0 -0.1 0.0
H 0.0 0.0 0.0
C 0.0 0.0 0.0
C 0.0 0.0 0.0
C 0.0 0.0 0.0
C 0.1 0.1 0.0
C 0.0 0.0 0.0
C 0.0 0.1 0.0
Te -0.1 -0.3 -0.3
C -0.1 0.0 0.0
C 0.0 0.1 -0.1
C 0.0 0.0 0.0
H 0.0 0.0 0.0
H 0.0 0.0 0.0
H 0.0 0.0 0.0
H 0.0 0.0 0.0
H 0.0 0.0 0.0
H 0.0 0.0 0.0
H 0.0 0.0 0.0
H 0.0 0.0 0.0
H 0.0 0.0 0.0
H 0.0 0.0 0.0
H 0.0 0.0 0.0

**Frontier orbital gap (spin up / spin down)**: 5.603 / 5.606 eV
**HOMO energy (spin up / spin down)**: -14.256 / -14.257 eV
**Total charge**: +2
**Energy above the lowest of the compared OMol25 structures with the same formula, charge and spin**: 8.5 kcal/mol
**E_LUMO (spin up / spin down)**: -0.318 / -0.318 Eh
**M**: 702.2 g mol⁻¹
**E_tot**: -3563.3484 Eh

=====

2 unconnected molecules or ions with the total composition C2HF3OS. Source: OMol25; level of theory: ωB97M-V/def2-TZVPD.

Last column: Löwdin charge in e.
Positions of all 8 atoms, in Å:
C -0.968705 0.403586 -0.181603  -0.255
C 1.490309 0.093287 0.197769  -0.474
O -3.075799 -1.028213 -0.129530  -0.589
F 1.646376 -0.809430 1.072481  0.211
F 1.794042 -0.390896 -1.049260  0.097
F 1.987349 1.288197 0.411988  0.173
S -1.718629 -0.945907 0.414315  0.793
H -1.154943 1.389377 -0.736159  0.043

Cartesian forces, eV/Å:
C 2.7 -0.8 1.2
C -4.3 0.8 -3.9
O -0.6 -0.5 0.5
F 0.8 -0.3 1.3
F 0.1 1.0 1.9
F 0.3 -1.1 0.2
S 1.1 2.9 -2.0
H 0.0 -1.9 0.8

**Frontier orbital gap (spin up / spin down)**: 8.467 / 8.681 eV
**HOMO energy (spin up / spin down)**: -9.540 / -9.625 eV
**Energy above the lowest of the compared OMol25 structures with the same formula, charge and spin**: 121.9 kcal/mol
**E_LUMO (spin up / spin down)**: -0.039 / -0.035 Eh
**M**: 130.1 g mol⁻¹
**E_tot**: -849.6493 Eh

=====

A molecular structure, C24H21Cl3FMnN4O7Si. Source: OMol25; level of theory: ωB97M-V/def2-TZVPD.

Last column: Mulliken spin population.
Positions of all 62 atoms, in Å:
Mn -0.090917 -0.005327 0.181313  1.098
O 0.883916 -3.305848 -1.517053  0.002
C 0.276319 -2.362015 -1.127396  0.012
O 0.828541 -1.253774 -0.592228  -0.012
C -1.210725 -2.099383 -1.269142  -0.006
C -2.189790 -2.788808 -1.973834  -0.003
C -3.426698 -2.167374 -2.146040  0.001
C -3.625786 -0.859312 -1.704979  -0.003
C -2.592965 -0.246933 -1.007532  -0.004
N -1.454618 -0.890864 -0.769128  -0.042
C -2.384979 1.205447 -0.627427  0.013
O -3.148869 2.102290 -0.779549  0.003
O -1.106325 1.334138 -0.217380  -0.015
H -1.985188 -3.764248 -2.385638  0.000
H -4.215833 -2.682217 -2.670235  0.000
H -4.541230 -0.326495 -1.907156  0.000
F 5.543900 3.459377 1.245440  0.000
C 4.867741 2.777547 2.186402  0.002
C 3.719113 2.159666 1.783522  -0.002
C 2.913538 1.463516 2.692599  0.002
C 1.708199 0.808231 2.247612  -0.005
O 1.353416 0.853136 1.017311  -0.016
C 0.964939 0.141520 3.255205  0.010
C 1.411074 0.157183 4.563246  0.000
N 2.527494 0.755961 4.962639  0.003
C 2.875609 0.723532 6.363871  0.000
C 2.664778 -0.531644 7.157417  0.000
C 4.054186 -0.094224 6.815893  0.000
C 3.314129 1.433343 4.051640  0.001
C 4.496534 2.076138 4.435004  -0.001
C 5.317336 2.758101 3.533867  0.001
N 6.506617 3.337215 3.936408  0.001
C 6.564518 4.151186 5.138958  0.000
C 7.958313 4.119709 5.764067  0.000
N 8.964413 4.578426 4.774223  0.000
C 8.903662 3.713924 3.570346  0.000
C 7.504147 3.749171 2.961702  0.000
C -0.334067 -0.568333 2.980674  -0.017
O -1.000518 -1.016907 3.876369  0.012
O -0.719671 -0.691682 1.718243  -0.034
H 3.415327 2.224531 0.751195  0.000
H 0.805468 -0.340497 5.311950  0.000
H 2.684991 1.673810 6.851430  0.000
H 2.271712 -1.405628 6.661490  0.000
H 2.318210 -0.428643 8.174848  0.000
H 4.589700 -0.659146 6.067405  0.000
H 4.686262 0.294407 7.599983  0.000
H 4.796274 2.015483 5.467800  0.000
H 5.847982 3.796305 5.877454  0.000
H 6.296869 5.192655 4.900106  0.000
H 8.227215 3.105974 6.064512  0.000
H 7.983341 4.766520 6.642188  0.000
H 9.909164 4.548785 5.179930  0.000
H 8.771891 5.553645 4.505846  0.000
H 9.163411 2.697227 3.870945  0.000
H 9.625987 4.052757 2.824957  0.000
H 7.512356 3.051387 2.125729  0.000
H 7.290450 4.752627 2.568381  0.000
Cl 2.933238 2.068665 -2.367198  0.000
Si 1.308538 1.476040 -3.234849  -0.001
Cl -0.223675 2.664116 -3.341921  0.000
Cl 1.262772 -0.303772 -4.019541  0.000

Cartesian forces, eV/Å:
Mn 0.5 -0.1 2.6
O -0.1 0.5 0.3
C -1.0 -1.1 -0.8
O 1.5 0.3 0.0
C 0.1 0.0 -0.1
C 0.2 0.2 0.3
C 0.2 0.1 0.1
C 0.3 0.1 0.3
C 0.0 0.1 -0.1
N -1.5 -1.0 -1.0
C -1.6 -0.5 -0.8
O 0.5 -0.3 0.2
O 0.8 1.4 0.2
H 0.1 -0.1 0.0
H -0.1 -0.1 -0.1
H -0.1 0.1 0.0
F 0.1 0.1 0.0
C -0.4 -0.1 0.0
C 0.2 0.0 0.2
C 0.0 0.0 0.1
C -0.2 -0.4 1.5
O 0.3 0.4 -0.7
C 0.0 0.2 -0.8
C -0.3 0.0 -0.2
N -0.2 -0.3 -0.1
C 0.2 0.1 0.7
C 0.0 0.0 0.0
C 0.0 -0.1 0.0
C 0.1 0.3 -0.8
C 0.2 0.2 0.0
C -0.7 -0.4 -0.2
N 0.5 0.1 0.1
C 0.0 0.0 0.0
C -0.7 -0.1 0.6
N 0.4 0.3 0.0
C -0.2 -0.4 -0.8
C 0.2 -0.1 0.0
C 0.6 0.3 1.5
O 0.3 0.2 -0.6
O -0.6 -0.2 -1.5
H 0.0 0.0 -0.1
H 0.1 0.1 0.0
H 0.0 -0.1 0.0
H 0.0 -0.1 -0.1
H 0.0 0.1 0.0
H -0.1 -0.1 -0.1
H 0.0 0.1 0.1
H 0.0 0.0 0.1
H 0.1 0.1 0.0
H 0.0 0.0 0.1
H 0.1 0.1 -0.1
H 0.1 0.0 -0.1
H -0.2 0.1 -0.1
H 0.1 -0.2 0.1
H 0.0 0.1 0.1
H 0.0 0.1 0.2
H 0.1 0.1 0.1
H 0.1 0.0 0.0
Cl 0.4 0.1 0.2
Si -0.2 0.0 -0.4
Cl -0.1 0.0 0.0
Cl -0.1 -0.1 0.0

**Frontier orbital gap (spin up / spin down)**: 6.335 / 6.408 eV
**HOMO energy (spin up / spin down)**: -16.013 / -15.997 eV
**2S+1**: 2
**Total charge**: +3
**E_LUMO (spin up / spin down)**: -0.356 / -0.352 Eh
**M**: 685.8 g mol⁻¹
**E_tot**: -4592.9949 Eh